1.
Computed, not measured: C26H34N4O in the gas phase, with wB97M-V/def2-TZVPD.

The energy relative to the best compared isomer or geometry (same formula, charge and spin) comes out at 1.8 kcal/mol. The largest force on an atom is 0.9 eV/A. As for the charge: 0. Its SMILES is COCCN1CC[C@H](CNCc2cn(-c3cc(C)ccc3C)nc2-c2ccccc2)C1.

The geometry in XYZ format:
```
65
Properties=species:S:1:pos:R:3:forces:R:3:mulliken_charge:R:1
C -4.821612 -2.232660 -3.157318 0.000 -0.016 -0.036 -0.757
O -4.356163 -2.156251 -1.833572 0.028 -0.138 0.082 -0.355
C -4.026047 -0.854691 -1.408530 0.159 0.151 0.025 -0.864
C -2.763760 -0.288613 -2.075628 -0.229 -0.190 0.141 -0.972
N -2.130213 0.683940 -1.220943 -0.035 0.057 -0.107 0.843
C -0.796842 1.081539 -1.657420 0.209 -0.130 -0.122 -0.917
C -0.566741 2.482882 -1.072313 -0.058 -0.001 -0.031 -0.703
C -1.850217 2.786391 -0.290474 -0.034 -0.131 0.114 0.067
C -1.700138 2.325633 1.164483 -0.081 0.200 -0.235 -0.307
N -0.550764 2.950933 1.795752 -0.130 0.435 0.259 -0.243
C 0.114837 2.103644 2.779523 0.015 0.036 -0.044 -1.580
C 0.886062 1.045618 2.055652 0.202 -0.094 0.006 1.281
C 2.088017 1.237213 1.411943 -0.249 -0.120 0.317 -1.174
N 2.391232 0.090393 0.761687 -0.505 0.548 0.279 0.804
C 3.553105 -0.236460 0.043007 0.721 -0.311 -0.427 0.036
C 4.078930 -1.509951 0.239623 0.030 0.073 0.004 -0.497
C 5.228231 -1.921980 -0.411559 -0.055 0.129 0.018 0.868
C 5.782938 -3.297859 -0.205519 -0.028 -0.015 -0.055 -1.550
C 5.850984 -1.025760 -1.273192 -0.049 0.029 0.007 -0.713
C 5.314085 0.227577 -1.490658 0.041 -0.104 0.058 -0.864
C 4.153604 0.650914 -0.852539 -0.206 -0.048 0.142 1.154
C 3.584962 2.001331 -1.170048 0.019 0.017 0.012 -1.566
N 1.447895 -0.832265 0.950207 -0.316 -0.741 -0.198 -1.029
C 0.520281 -0.283807 1.720069 0.649 0.450 -0.021 0.332
C -0.679346 -1.036687 2.078806 -0.217 -0.272 0.020 0.040
C -1.317423 -1.803236 1.106600 0.030 0.071 0.074 -0.262
C -2.460341 -2.516626 1.413545 -0.038 -0.087 0.000 -0.645
C -2.979020 -2.475761 2.697814 -0.064 -0.042 0.035 -0.452
C -2.338694 -1.733490 3.676015 -0.104 -0.005 0.105 -0.927
C -1.193701 -1.019772 3.372235 0.082 0.047 -0.070 -0.156
C -2.875715 1.907400 -1.000060 -0.046 0.159 0.075 -1.267
H -5.662662 -1.546911 -3.321133 0.007 -0.011 -0.013 0.326
H -4.033659 -2.004668 -3.883540 -0.031 -0.006 -0.014 0.288
H -5.158019 -3.257215 -3.306700 -0.017 0.038 -0.097 0.256
H -4.880485 -0.180662 -1.571553 0.019 -0.045 0.053 0.363
H -3.835796 -0.940099 -0.336308 -0.027 0.130 -0.075 0.389
H -2.061173 -1.114791 -2.217848 -0.050 -0.032 -0.066 0.392
H -3.007661 0.134781 -3.070254 0.117 -0.037 0.054 0.467
H -0.722355 1.106183 -2.757093 -0.022 -0.028 0.040 0.524
H -0.073930 0.349980 -1.286802 0.092 -0.010 -0.090 0.187
H -0.416341 3.213129 -1.867431 0.037 0.006 -0.003 0.357
H 0.286781 2.520075 -0.399198 0.048 0.058 -0.059 0.103
H -2.109691 3.846365 -0.324584 -0.029 -0.001 -0.010 0.555
H -1.541415 1.246757 1.143331 -0.077 0.017 0.048 -0.395
H -2.637599 2.517216 1.710256 0.084 -0.100 -0.006 0.389
H -0.809799 3.840541 2.206943 0.021 -0.104 0.012 0.338
H -0.596358 1.650428 3.486533 0.151 0.067 -0.021 0.271
H 0.811898 2.730936 3.342913 -0.110 -0.071 0.050 0.581
H 2.740968 2.084718 1.415709 0.157 0.193 -0.075 0.522
H 3.559034 -2.172421 0.914836 -0.015 -0.064 0.074 0.458
H 6.865884 -3.265128 -0.102968 0.064 -0.058 0.031 0.391
H 5.547602 -3.926432 -1.064498 0.019 -0.104 -0.011 0.298
H 5.356586 -3.759431 0.681073 0.015 -0.080 0.054 0.346
H 6.755399 -1.318095 -1.786635 0.106 -0.032 -0.061 0.408
H 5.799444 0.900011 -2.183632 0.023 0.077 -0.077 0.409
H 2.499572 1.997789 -1.099703 -0.065 0.089 -0.014 0.111
H 3.972548 2.758838 -0.488139 -0.062 0.116 0.022 0.330
H 3.867384 2.292663 -2.179450 0.000 0.036 -0.039 0.492
H -0.907004 -1.824812 0.110025 0.043 0.017 -0.144 0.371
H -2.950935 -3.101217 0.649090 -0.053 -0.047 -0.091 0.497
H -3.875777 -3.028127 2.938724 -0.062 -0.042 0.012 0.406
H -2.730261 -1.714801 4.683444 -0.019 -0.005 0.059 0.415
H -0.681953 -0.468940 4.148554 0.039 0.047 0.032 0.606
H -3.204313 2.375112 -1.946499 -0.031 -0.023 0.008 0.431
H -3.754362 1.708695 -0.384676 -0.110 0.052 -0.008 0.498
```
Forces are in eV/Å.

***

2.
Computed, not measured: 8 unconnected molecules or ions with the total composition C26H34N8, with wB97M-V/def2-TZVPD.

Its expectation value of S² is 0.7625. The largest force on an atom is 5.9 eV/A. The spin multiplicity is 2. The calculation puts the calculated total energy at -39422.0965 eV. As for the charge: +1.

The geometry in XYZ format:
```
68
Properties=species:S:1:pos:R:3:forces:R:3:mulliken_charge:R:1
C -2.485468 0.462914 -4.243452 -1.283 -0.177 0.539 -0.822
C -2.449201 1.743002 -3.487845 0.370 -5.099 -2.879 0.437
N -2.465602 2.740507 -2.987974 0.149 3.955 2.422 -0.437
H -2.969410 0.626378 -5.206352 0.653 0.188 -0.243 0.385
H -3.205571 -0.210171 -3.778157 -0.225 0.149 0.496 0.229
H -1.616408 -0.194651 -4.264983 0.401 0.788 -0.238 0.238
C 2.078155 4.954178 -0.891473 1.136 1.391 -1.038 -0.396
C 2.967076 5.586187 -1.954937 1.532 2.335 -2.098 0.070
N 3.627052 6.171445 -2.757276 -2.695 -2.643 3.315 -0.352
H 2.663144 4.930139 0.027927 0.185 -0.970 -0.153 0.309
H 1.696837 4.037370 -1.341084 0.069 -0.142 0.681 0.053
H 1.279319 5.628338 -0.582468 -0.245 0.042 -0.693 0.319
C -1.733431 4.567084 4.374091 -0.412 0.548 -1.499 -0.806
C -1.127556 4.371596 3.017649 0.957 -0.044 -0.757 0.437
N -0.606985 4.284377 1.975103 -1.078 -0.243 2.072 -0.603
H -2.364124 3.723009 4.653131 0.581 -0.193 0.209 0.296
H -2.451856 5.373873 4.228983 -0.005 0.222 0.057 0.334
H -1.005813 4.926227 5.101889 0.015 -0.519 -0.056 0.286
N -2.927829 -3.124753 -2.333747 0.207 -0.820 -1.403 0.224
C -1.700008 -2.687136 -2.648930 1.499 1.354 1.018 -0.308
C -1.358633 -3.061483 -3.918528 1.047 0.437 -0.018 -0.497
C -2.412617 -3.793392 -4.450977 -1.045 -0.009 0.958 -0.562
C -3.355427 -3.840308 -3.422415 -1.363 -0.328 -0.439 -0.714
H -3.407077 -2.940768 -1.463937 -0.123 -0.196 -0.131 0.328
H -1.177938 -2.104351 -1.904473 0.259 -0.044 -0.137 0.365
H -0.440808 -2.886705 -4.460227 0.103 0.212 0.306 0.448
H -2.389810 -4.131762 -5.476348 -0.571 -0.408 0.289 0.416
H -4.342866 -4.268838 -3.334571 0.081 -0.164 -0.437 0.398
N -2.507941 -1.063449 0.467655 0.252 0.255 -0.465 0.247
C -3.238871 -2.128261 0.882806 -0.998 -0.892 1.301 -0.543
C -4.570538 -2.013635 0.442430 2.750 -0.078 0.419 -0.708
C -4.507159 -0.858950 -0.362212 -3.405 -0.286 -0.554 -0.608
C -3.301678 -0.300077 -0.336501 0.923 1.352 -0.260 -0.228
H -1.536776 -0.858459 0.654550 -0.384 -0.461 0.064 0.198
H -2.798086 -2.819188 1.586175 -0.063 -0.114 -0.131 0.365
H -5.397111 -2.653151 0.714816 0.127 0.081 -0.228 0.434
H -5.384466 -0.482545 -0.867224 0.194 0.269 -0.149 0.410
H -3.050724 0.654089 -0.775797 0.436 -0.133 0.045 0.428
N 2.829168 0.707425 6.802424 0.718 -1.128 0.796 0.025
C 2.495171 1.978861 6.518842 -1.469 0.620 1.047 -0.634
C 2.243078 2.091460 5.186340 0.905 -0.127 -0.568 -0.385
C 2.680417 0.854808 4.656432 -0.445 -1.667 -1.159 -0.177
C 2.972197 -0.042797 5.660592 -0.382 1.386 0.410 -0.630
H 2.953808 0.378075 7.749051 0.091 -0.008 -0.262 0.200
H 2.257864 2.631617 7.345880 0.169 0.178 -0.172 0.349
H 1.847706 2.933310 4.637358 0.301 0.053 0.140 0.447
H 2.742119 0.500426 3.638097 -0.132 0.439 -0.260 0.443
H 3.170082 -1.104402 5.675844 0.226 0.263 -0.055 0.384
N 3.991034 -4.793108 -1.673142 1.393 1.130 1.148 -0.078
C 4.907139 -4.113514 -2.408030 2.138 -0.513 -2.245 -0.545
C 4.626275 -2.810717 -2.541517 -2.434 1.145 -0.063 -0.593
C 3.351852 -2.642140 -1.851089 1.899 -0.398 1.245 0.026
C 3.258409 -3.783342 -1.071664 -2.850 -0.501 -1.033 -0.456
H 4.159927 -5.747747 -1.389880 -0.241 0.355 0.405 0.233
H 5.729801 -4.507899 -2.986028 -0.096 -0.865 0.425 0.353
H 5.136883 -2.046937 -3.109247 0.031 -0.351 -0.140 0.396
H 2.653305 -1.821112 -1.917092 0.327 0.194 0.488 0.298
H 2.544353 -4.015754 -0.295449 -0.218 -0.170 -0.234 0.370
N 0.099193 1.603947 0.806419 0.235 -1.953 -2.151 0.478
C 0.710955 0.380925 1.082638 -0.551 1.904 1.181 -0.914
C 0.774905 -0.405252 -0.046137 0.300 0.034 -1.309 -0.104
C 0.253526 0.335002 -1.121476 0.526 -1.325 1.778 0.416
C -0.211898 1.553386 -0.532189 0.241 0.584 0.520 -1.079
H -0.032843 2.398905 1.415283 -0.222 0.514 0.235 0.099
H 1.071276 0.138660 2.071509 -0.032 0.154 0.096 0.485
H 1.290728 -1.347948 0.061844 -0.207 -0.204 -0.768 0.379
H 0.193784 0.013779 -2.150868 -0.138 0.268 0.023 0.585
H -0.724006 2.323405 -1.090061 -0.117 0.377 0.298 0.562
```
Forces are in eV/Å.

***

3.
Computed, not measured: a molecular structure, C26H35Br3GeN5OTi, with wB97M-V/def2-TZVPD.

Its expectation value of S² is 0.7538. The energy relative to the best compared isomer or geometry (same formula, charge and spin) comes out at 58.6 kcal/mol. The largest force on an atom is 2.6 eV/A. The spin multiplicity is 2. As for the charge: 0.

The geometry in XYZ format:
```
72
Properties=species:S:1:pos:R:3:forces:R:3:mulliken_charge:R:1
Ti -0.336788 -0.600251 1.261074 -0.972 -0.549 -0.952 0.524
Br 0.594381 2.246564 1.463702 -0.348 0.626 0.231 0.207
C 0.573345 2.348033 3.500527 0.222 0.064 -0.586 -0.906
Br -1.927635 -1.132120 3.088264 -0.115 0.204 0.199 -0.610
H -0.219821 3.080690 3.748709 0.306 -0.365 -0.368 0.365
H 0.175498 1.335271 3.554179 -0.144 -0.145 0.883 0.132
Br 3.169312 5.991162 -2.349625 -0.231 -0.042 0.091 -0.182
C 4.127885 4.494499 -1.701805 -0.303 0.007 0.624 0.203
C 5.123057 3.988175 -2.496533 0.183 0.034 0.410 -0.683
C 5.931895 2.990599 -1.967098 1.665 -0.781 -1.813 0.120
C 5.794208 2.485078 -0.705340 -1.767 0.051 1.508 -0.173
C 4.743819 3.007093 0.103082 -0.150 0.562 -0.406 0.063
C 3.896229 3.996882 -0.410136 0.824 0.063 -0.231 -0.710
N 6.696848 1.423566 -0.325734 -0.037 -0.192 -0.593 -0.403
N 6.306816 0.352648 0.158276 0.313 0.672 0.290 -0.498
C 4.937966 0.127567 0.549001 0.939 -0.132 -0.603 0.306
C 4.747580 -0.130932 1.874541 1.444 0.269 0.490 -0.590
C 3.547482 -0.471036 2.423721 -0.850 -0.449 1.126 -0.543
C 2.450711 -0.578702 1.601056 0.598 -0.174 1.156 0.710
O 1.273802 -0.906767 2.112551 0.185 -0.244 -0.234 -0.523
C 2.619408 -0.351716 0.216066 0.011 -0.214 -0.178 0.696
N 1.455131 -0.482806 -0.483151 -0.044 0.681 -0.979 -0.143
C 1.526936 -0.221666 -1.782112 0.886 -0.120 1.260 -0.104
C 2.721400 0.095760 -2.447691 -0.487 -0.538 0.469 -1.248
C 3.888019 0.135232 -1.765676 0.805 0.593 0.073 -0.798
C 3.900012 -0.027393 -0.374330 -2.047 -0.377 1.137 0.372
H 5.304248 4.459464 -3.447851 0.137 -0.282 -0.244 0.452
H 6.739053 2.526883 -2.602668 -0.828 0.704 0.696 0.370
H 4.554836 2.746654 1.140030 0.316 -0.368 -0.184 0.474
H 3.143344 4.466492 0.214448 0.031 -0.224 -0.045 0.476
H 5.559610 -0.060920 2.599273 0.227 0.075 -0.609 0.380
H 3.543765 -0.678670 3.517055 -0.557 0.223 -1.049 0.380
H 0.656312 -0.246920 -2.363986 -1.399 -0.164 -0.479 0.487
H 2.673535 0.236176 -3.497103 0.100 0.223 -0.784 0.477
H 4.798981 0.396122 -2.274321 0.273 -0.078 -0.160 0.630
C -4.192020 1.251510 0.214707 0.516 -0.575 0.543 -1.160
Ge -2.710435 2.306400 0.929766 -0.221 1.168 1.231 0.540
C -2.720194 4.158602 0.212247 -1.871 -0.777 0.406 -1.284
C -2.959155 2.527317 2.862651 -0.179 -0.070 0.398 -0.989
C -1.025585 1.397784 0.618897 0.474 -0.730 -0.943 -0.714
H -5.171330 1.641023 0.495856 0.147 0.056 -0.068 0.411
H -4.066565 0.239313 0.637118 -0.207 0.284 -0.155 0.281
H -4.084602 1.192684 -0.853876 -0.218 -0.056 -0.573 0.344
H -3.737845 4.602877 0.383299 0.649 -0.599 -0.494 0.339
H -2.460819 4.160715 -0.829153 0.172 0.387 -0.475 0.377
H -2.112242 4.772923 0.821537 1.171 0.567 0.358 0.408
H -3.582942 3.383348 3.108275 -0.761 -0.118 -0.316 0.437
H -2.081547 2.809766 3.433717 0.462 -0.492 -0.311 0.178
H -3.355947 1.595222 3.292104 0.032 0.426 -0.008 0.276
H -0.778402 1.568496 -0.449663 0.031 -0.162 0.247 0.456
C -3.740604 -4.930624 1.114202 0.295 1.015 0.758 -0.807
C -2.713767 -4.978583 -0.002185 -0.503 -0.540 0.367 -1.224
N -2.790690 -3.849415 -0.920114 -0.753 -1.921 -0.350 0.182
C -3.519092 -4.196843 -2.164962 -0.674 2.147 0.418 -0.656
C -5.018387 -4.457966 -1.888348 0.312 1.262 1.036 -1.106
C -2.088910 -2.758093 -0.628716 1.106 0.937 -0.677 0.983
C -1.975998 -1.662765 -1.643246 -1.022 -0.264 0.189 -1.029
N -1.331771 -2.614073 0.401730 0.388 0.451 0.820 -0.203
H -3.667192 -5.833084 1.716256 0.105 0.028 0.212 0.386
H -4.751206 -4.879039 0.740121 -0.259 0.088 -0.112 0.289
H -3.551665 -4.022256 1.750129 -0.294 -0.888 -0.397 0.174
H -2.835146 -5.932767 -0.528833 0.072 0.360 -0.330 0.369
H -1.741211 -5.025586 0.462558 0.503 -0.109 -0.117 0.590
H -3.023704 -5.017081 -2.633962 0.250 -0.836 -0.213 0.401
H -3.448019 -3.367292 -2.875675 0.124 -0.041 0.238 0.381
H -5.096723 -5.404943 -1.378986 -0.461 -0.489 -0.171 0.301
H -5.617247 -4.388563 -2.799490 0.128 -0.336 0.140 0.397
H -5.422414 -3.690796 -1.143516 0.610 -0.807 -1.139 0.279
H -2.940441 -1.452696 -2.083175 -0.228 0.016 -0.394 0.473
H -1.290478 -2.036581 -2.394723 0.248 0.448 -0.279 0.246
H -1.694541 -0.741906 -1.143428 0.506 0.029 -0.167 -0.040
H -1.392330 -3.407723 1.036513 0.161 0.527 0.183 0.002
```
Forces are in eV/Å.

***

- Look up the charge of the second one.
  +1